{"formula": "C3H6N2S", "method": "the ωB97M-V functional and the def2-TZVPD basis", "homo_energy_ha": -0.3269, "smiles": "[H]/N=C\\NCC=S", "symbols": ["C", "C", "C", "H", "H", "H", "H", "H", "H", "N", "N", "S"], "xyz": [[1.255, 0.616, -0.295], [-0.528, -0.630, 0.568], [-1.798, 0.193, 0.242], [2.506, 0.193, -1.603], [0.967, 1.263, 0.563], [0.955, -1.335, -0.815], [-0.218, -0.230, 1.544], [-0.908, -1.633, 0.864], [-1.759, 0.945, -0.544], [2.300, 0.966, -1.001], [0.505, -0.531, -0.412], [-3.278, 0.182, 0.887]], "forces_ev_per_a": [[2.55, 1.11, -0.84], [-2.37, -0.27, 1.22], [-0.28, 0.23, -0.44], [0.30, -0.44, -1.00], [-0.09, -0.21, -0.87], [-0.24, -0.18, 0.00], [0.24, 0.03, -0.11], [0.65, 0.30, -0.76], [0.92, -0.13, -0.23], [-2.18, -0.38, 2.15], [0.00, 0.58, 0.45], [0.51, -0.62, 0.44]]}